No. 1
Density functional theory data (the ωB97M-V functional and the def2-TZVPD basis) for a 2-piece molecular cluster, C9H16ClF4IN5O3P2 overall at a distorted geometry.

Output
E_HOMO = -11.75 eV
Orbital gap = 5.65 eV
Charge = +1

The geometry in XYZ format:
```
41
Properties=species:S:1:pos:R:3:forces:R:3
N 4.421 -0.908 2.944 -1.74 -0.24 -3.21
P 4.087 -0.603 1.356 1.35 -0.78 6.44
N 2.490 -1.427 1.071 -3.46 2.23 -1.03
C 1.265 -0.762 1.212 1.25 -1.69 -0.53
N 1.359 0.686 1.639 -0.61 -4.04 1.56
N 1.087 1.579 0.620 3.57 0.02 -6.84
C 1.892 1.403 -0.475 2.67 -2.41 -2.72
O 2.680 1.056 -1.523 -6.82 3.19 8.64
C 0.519 0.916 2.876 0.02 1.20 0.79
Cl 1.746 1.165 4.293 -1.52 -0.19 -1.54
C -0.566 -0.271 3.211 -1.42 1.38 -0.79
I 0.156 -1.842 4.549 -0.34 0.58 -0.89
C -1.198 -0.847 1.772 0.30 -0.03 2.92
P -2.094 0.622 0.974 -0.36 2.13 -5.25
O -1.697 0.962 -0.513 -0.59 -1.44 4.14
N -0.054 -1.450 1.031 1.26 2.38 -1.46
C -0.343 -1.944 -0.346 0.42 -1.65 -2.79
F -1.805 -2.194 -0.635 4.76 1.36 1.54
F 0.234 -1.112 -1.458 -2.09 -2.15 3.79
C 0.361 -3.449 -0.546 -0.50 -0.68 -1.33
F 0.608 -4.093 0.765 0.00 2.21 -3.77
F 1.566 -3.272 -1.393 -2.74 -0.67 3.23
H 3.638 -1.460 3.370 1.04 0.72 -0.21
H 5.146 -1.217 0.593 -1.21 0.56 -0.66
H 4.011 0.831 1.246 -0.29 -0.85 -1.15
H 2.573 -2.442 0.811 -0.69 1.05 0.23
H 0.002 1.975 2.745 1.09 -2.42 0.21
H -1.482 0.251 3.761 2.13 -1.14 -1.03
H -1.964 -1.695 2.040 1.52 1.62 -0.67
H -3.532 0.343 0.987 1.22 -0.10 0.69
H -1.932 1.870 1.733 -0.12 -1.47 0.07
H -0.384 -4.132 -1.170 1.82 1.38 1.57
C -2.284 1.617 -4.580 0.06 -0.19 -0.19
C -2.533 3.074 -4.246 0.03 -0.29 0.20
O -3.555 3.179 -3.266 -0.13 0.03 0.40
H -3.199 1.146 -4.953 0.12 0.14 -0.02
H -1.502 1.519 -5.338 -0.04 -0.06 0.06
H -1.981 1.062 -3.686 0.09 0.08 -0.03
H -2.857 3.620 -5.137 -0.08 0.00 0.25
H -1.626 3.549 -3.861 0.13 0.02 -0.19
H -3.254 2.697 -2.476 -0.12 0.21 -0.41
```
Positions in Å, forces in eV/Å.

---

No. 2
Density functional theory data (the ωB97M-V functional and the def2-TZVPD basis) for C9H16ClIIrN2O2P as an isolated structure at a distorted geometry.

Output
Spin multiplicity = 5
E_HOMO (alpha / beta) = -14.55 / -15.04 eV
Orbital gap (alpha / beta) = 7.40 / 2.74 eV
ΔE to the lowest compared entry with this formula, charge and spin = 69.5 kcal/mol
Charge = +2

The geometry in XYZ format:
```
33
Properties=species:S:1:pos:R:3:forces:R:3
C -1.766 2.093 -1.924 1.55 0.93 1.33
C -3.145 1.604 -2.185 3.67 -1.50 1.25
H -1.854 3.205 -1.918 0.28 -0.71 -0.29
H -0.950 1.778 -2.583 -0.64 0.27 -0.61
H -1.320 1.838 -0.904 -1.29 0.25 -1.15
O -4.095 2.391 -2.163 -3.46 2.37 -0.28
I -3.863 -0.153 -2.940 -0.49 -0.93 -0.63
Ir 1.533 0.193 0.404 -0.86 -3.52 1.55
P 1.527 -0.702 -1.639 2.48 0.16 -1.13
C -0.019 -1.018 -2.465 -2.63 1.17 -0.95
C 2.258 0.695 -2.554 -0.07 -0.04 -0.93
H 3.518 -2.113 -1.502 -0.10 0.08 0.18
H 2.581 -2.580 -2.902 -0.35 0.06 -0.15
H 2.040 -3.057 -1.249 0.04 0.05 -0.13
C 2.501 -2.277 -1.861 -0.18 0.96 0.43
H 3.091 1.081 -1.952 -0.24 0.07 -0.24
H 2.655 0.427 -3.553 -0.30 0.12 0.43
H 0.073 -1.150 -3.590 0.30 -0.01 1.39
H -0.763 -0.106 -2.348 1.67 -1.97 -0.01
H 1.455 1.468 -2.682 0.82 -0.52 0.17
H -0.514 -1.910 -2.042 0.18 0.31 -0.20
C -0.292 0.031 0.509 -4.60 2.61 -1.39
O -1.468 0.238 0.484 4.31 -1.96 0.49
Cl 3.619 -0.691 1.088 -0.92 0.63 -0.50
N -0.995 0.604 4.011 0.54 1.14 -1.08
C -0.430 1.906 3.751 -0.57 -1.59 0.76
C 0.616 1.705 2.898 -2.69 -2.33 0.87
N 0.592 0.347 2.531 1.23 0.45 0.91
C -0.350 -0.282 3.215 -0.45 0.30 1.11
H -1.831 0.343 4.557 0.88 0.62 -0.28
H -0.867 2.755 4.244 0.27 0.15 0.03
H 1.343 2.287 2.441 0.89 1.42 -0.30
H -0.655 -1.350 3.295 0.73 0.94 -0.65
```
Positions in Å, forces in eV/Å.

---

No. 3
Density functional theory data (the ωB97M-V functional and the def2-TZVPD basis) for C9H16F6IrNO7PS4 as an isolated structure.

Output
Spin multiplicity = 2
E_HOMO (alpha / beta) = -1.10 / -1.55 eV
Orbital gap (alpha / beta) = 5.89 / 6.34 eV
ΔE to the lowest compared entry with this formula, charge and spin = 42.2 kcal/mol
Charge = -2

The geometry in XYZ format:
```
45
Properties=species:S:1:pos:R:3:forces:R:3
Ir 0.337 1.396 -1.620 0.06 0.49 -0.20
C 1.269 5.584 -1.447 -0.01 0.05 0.00
C 0.721 4.612 -0.426 0.02 -0.02 0.00
O 1.771 3.738 -0.032 0.07 0.14 0.11
P 1.487 2.155 0.225 -0.11 -0.15 -0.31
S 3.234 1.342 0.595 0.09 -0.02 0.00
S 0.188 2.310 -3.593 0.04 -0.11 0.13
O 0.616 2.356 1.611 -0.14 0.04 0.00
C -0.046 1.252 2.214 0.10 -0.04 0.06
C 0.834 0.514 3.205 0.01 0.01 0.01
H 0.510 6.325 -1.713 -0.01 0.00 -0.01
H 1.552 5.037 -2.347 0.00 0.00 0.01
H 2.143 6.106 -1.050 0.01 -0.01 0.00
H -0.090 4.038 -0.882 -0.01 -0.01 0.00
H 0.344 5.128 0.465 0.00 0.00 0.00
H -0.379 0.556 1.442 0.03 0.00 0.06
H -0.926 1.669 2.714 0.00 -0.01 0.00
H 1.690 0.082 2.691 0.00 0.00 0.00
H 0.261 -0.295 3.668 -0.01 0.00 0.00
H 1.192 1.189 3.985 0.00 0.01 0.00
C -2.572 -0.875 0.053 -0.12 -0.04 -0.05
O -1.718 -0.317 -0.934 0.06 -0.01 0.03
C -1.232 0.941 -0.765 -0.09 0.00 -0.03
C -2.205 1.905 -0.131 0.03 -0.15 0.08
H -2.710 -1.915 -0.232 0.00 0.01 -0.01
H -3.542 -0.369 0.092 0.02 0.00 -0.01
H -2.093 -0.844 1.034 -0.01 0.00 0.02
H -2.429 1.618 0.901 -0.05 0.05 -0.05
H -3.140 1.898 -0.701 0.00 0.01 0.00
H -1.788 2.906 -0.134 0.02 0.01 0.02
F 3.368 -2.761 -1.007 -0.03 0.02 0.01
C 2.435 -3.074 -0.108 0.07 -0.01 -0.07
F 2.871 -2.688 1.093 -0.02 0.00 0.03
F 2.328 -4.411 -0.082 -0.01 -0.02 -0.02
S 0.797 -2.247 -0.526 0.03 -0.20 0.29
O 0.975 -1.739 -1.847 0.01 -0.03 -0.08
O 0.594 -1.370 0.588 0.01 0.00 -0.02
N -0.262 -3.413 -0.396 -0.09 0.07 0.14
S -0.685 -4.443 -1.487 0.04 -0.14 -0.12
O 0.341 -4.877 -2.396 -0.03 0.04 0.00
O -2.005 -4.207 -2.006 -0.01 0.01 0.00
C -0.950 -5.905 -0.385 0.01 0.00 0.00
F 0.161 -6.271 0.259 0.03 0.00 0.00
F -1.899 -5.681 0.533 -0.03 0.03 0.02
F -1.351 -6.955 -1.125 0.00 0.00 -0.03
```
Positions in Å, forces in eV/Å.

---

No. 4
Density functional theory data (the ωB97M-V functional and the def2-TZVPD basis) for C9H16INOZr as an isolated structure at a distorted geometry.

Output
E_HOMO (alpha / beta) = -16.94 / -16.88 eV
Orbital gap (alpha / beta) = 4.00 / 3.94 eV
ΔE to the lowest compared entry with this formula, charge and spin = 0.0 kcal/mol
Charge = +2

The geometry in XYZ format:
```
29
Properties=species:S:1:pos:R:3:forces:R:3
C 0.435 -1.018 -3.954 0.33 0.15 -1.21
C 0.372 0.494 -4.129 -0.02 0.13 0.01
H 1.456 -1.403 -3.991 -0.04 0.05 0.25
H -0.136 -1.578 -4.709 0.06 0.26 0.26
H -0.010 -1.301 -2.995 -0.29 -0.21 0.60
H 0.757 0.990 -3.228 -0.05 0.09 -0.40
H 0.977 0.842 -4.980 -0.05 -0.26 0.25
H -0.644 0.836 -4.330 -0.02 -0.01 0.12
Zr 0.350 -0.313 -0.321 1.20 1.70 0.21
C -1.278 1.072 -0.869 -1.60 1.56 -0.93
H -0.720 1.968 -1.202 0.29 -0.50 -0.02
H -1.932 1.406 -0.044 0.47 -0.67 -0.19
H -1.913 0.736 -1.694 0.23 -0.23 -0.03
I -0.307 -2.895 -0.989 0.06 -0.18 0.36
O 1.904 0.520 -1.148 -1.59 -0.85 1.20
C 1.604 -0.982 1.582 1.10 -2.12 2.18
C 0.510 -0.462 2.443 -1.72 0.95 -0.21
C 0.437 -0.437 3.850 1.37 -0.37 -0.56
C -0.679 0.094 4.485 -0.17 0.08 0.34
C -1.713 0.663 3.739 0.14 0.03 -0.63
C -1.562 0.689 2.356 0.12 -0.55 0.09
N -0.517 0.096 1.740 0.24 0.15 -0.19
H 2.604 1.095 -0.837 0.47 0.29 -0.25
H 1.743 -2.071 1.648 -0.18 0.29 -0.29
H 2.583 -0.515 1.755 -0.19 0.29 -0.87
H 1.312 -0.829 4.375 -0.56 0.10 0.15
H -0.738 0.081 5.588 0.09 -0.06 -0.71
H -2.614 1.083 4.186 0.37 -0.07 -0.03
H -2.281 1.137 1.675 -0.07 -0.06 0.50
```
Positions in Å, forces in eV/Å.

---

No. 5
Density functional theory data (the ωB97M-V functional and the def2-TZVPD basis) for one molecule with the formula C9H16N2 at a distorted geometry.

Output
E_HOMO = -8.56 eV
SMILES = CCC[C@@H]1[C@H]2[C@@H]3[C@@H](C)NN[C@]231
Orbital gap = 9.75 eV
ΔE to the lowest compared entry with this formula, charge and spin = 74.0 kcal/mol
Charge = 0

The geometry in XYZ format:
```
27
Properties=species:S:1:pos:R:3:forces:R:3
C 0.676 -1.105 0.864 -0.03 0.17 -1.04
C 1.796 -0.980 -0.126 -0.03 0.27 0.32
C -0.535 -0.995 -0.015 1.73 1.75 0.10
C 2.995 -0.155 0.338 0.05 0.02 -0.39
C 0.704 0.043 -0.133 -1.49 -2.57 0.32
C 3.969 0.070 -0.817 -0.12 -0.14 0.33
C -4.029 0.640 0.062 0.13 0.01 -0.19
C -1.847 -0.523 0.539 0.06 0.10 -0.22
C -2.656 0.273 -0.486 -0.09 -0.06 0.29
N 2.428 1.144 0.787 0.09 0.26 0.49
N 1.130 1.352 0.193 -0.08 0.25 0.00
H 0.727 -1.140 1.934 -0.03 0.21 0.26
H 1.943 -1.709 -0.916 0.03 -0.07 -0.12
H -0.608 -1.664 -0.868 -0.01 -0.07 -0.07
H 3.529 -0.606 1.178 -0.08 0.08 0.03
H 3.461 0.545 -1.653 -0.06 0.05 -0.12
H 4.377 -0.882 -1.150 0.07 -0.07 -0.12
H 4.785 0.712 -0.496 0.06 0.05 -0.01
H -4.619 -0.257 0.244 -0.09 -0.03 0.05
H -4.571 1.273 -0.639 -0.09 0.02 0.02
H -3.926 1.179 1.003 -0.07 0.06 0.08
H -2.425 -1.398 0.852 -0.03 0.02 0.09
H -1.675 0.104 1.417 0.00 -0.06 0.07
H -2.106 1.182 -0.739 0.05 -0.03 -0.07
H -2.769 -0.314 -1.400 0.06 0.02 -0.07
H 2.274 1.111 1.792 -0.06 0.00 -0.29
H 1.257 1.913 -0.650 0.03 -0.25 0.27
```
Positions in Å, forces in eV/Å.

---

No. 6
Density functional theory data (the ωB97M-V functional and the def2-TZVPD basis) for a 2-piece molecular cluster, C9H16N2O overall at a distorted geometry.

Output
E_HOMO = -8.73 eV
SMILES = CC1(C)C=CC(C)(C)N1.N=C=O
Orbital gap = 9.44 eV
ΔE to the lowest compared entry with this formula, charge and spin = 64.5 kcal/mol
Charge = 0

The geometry in XYZ format:
```
28
Properties=species:S:1:pos:R:3:forces:R:3
C 2.039 0.002 -0.011 -1.86 0.91 0.15
C 1.600 -1.244 -0.077 0.33 -0.25 0.02
C -3.199 0.795 0.227 0.09 1.42 -0.61
C 0.852 0.968 0.062 0.31 -1.23 2.55
C 0.062 -1.393 0.011 1.82 2.00 -1.17
C 0.690 1.742 -1.147 3.97 -0.17 -4.06
C 0.987 1.962 1.271 -2.88 -2.04 -1.24
C -0.435 -2.295 1.127 0.16 -2.79 1.07
C -0.443 -1.786 -1.448 0.17 -2.21 3.29
N -0.289 0.042 0.178 -0.98 -0.14 1.32
N -2.557 1.770 -0.005 0.40 1.17 0.03
O -4.028 -0.008 0.306 -0.47 -1.46 0.45
H 2.992 0.477 -0.030 0.93 -0.43 -0.28
H 2.269 -2.049 -0.334 -0.03 -0.52 0.29
H 0.834 1.100 -2.030 -0.88 -0.62 0.17
H 1.596 2.336 -1.484 -0.90 0.37 1.32
H -0.193 2.240 -1.313 -1.96 1.39 0.01
H 1.864 2.466 1.064 1.69 1.58 0.03
H 1.058 1.352 2.160 -0.08 0.29 0.53
H 0.063 2.607 1.223 1.17 -0.30 0.58
H -1.407 -2.693 0.777 0.29 0.05 0.45
H -0.619 -1.944 2.217 0.72 0.07 -2.02
H 0.274 -3.271 1.223 -1.57 2.28 -0.27
H -0.917 -2.791 -1.351 0.17 0.78 -0.72
H 0.408 -1.795 -2.050 1.27 -0.43 -1.33
H -1.057 -1.014 -1.770 -1.53 1.04 -0.56
H -0.753 0.155 1.074 0.22 0.07 -0.08
H -1.691 2.269 0.132 -0.56 -0.82 0.06
```
Positions in Å, forces in eV/Å.